C2H9N2O | ωB97M-V with the def2-TZVPD basis set

Calculated values
Expectation value of S²: 0.75
Relative energy (zero: lowest compared OMol25 entry of this formula, charge and spin) (kJ/mol): 194.9
DFT total energy (eV): -7243.6783
HOMO (alpha / beta) (eV): -3.6 / -9.8
Molar mass (Da): 77.11
Frontier orbital gap (alpha / beta) (hartree): 0.15722 / 0.38180
2S+1: 2

Last column: natural (NBO) charge in e.
Positions of all 14 atoms, in Å:
1 C -0.78 -0.52 -0.86  -0.16
2 N -2.24 -0.11 -0.64  -1.07
3 H -0.84 -1.57 -0.59  0.20
4 H -0.50 -0.59 -1.92  0.21
5 H -2.84 -0.85 -1.05  0.29
6 H -2.36 -0.07 0.40  0.36
7 N 0.12 0.32 -0.17  -0.66
8 C 1.06 -0.26 0.75  0.12
9 O 2.04 0.71 0.95  -0.72
10 H 0.65 0.93 -0.79  0.39
11 H -2.42 0.88 -1.09  0.29
12 H 1.45 -1.21 0.36  0.12
13 H 0.61 -0.61 1.69  0.15
14 H 2.71 0.44 1.56  0.48